Record 1
Entry from the Open Molecules 2025 dataset: C33H41EuF6Ge2N6OS as an isolated structure (ωB97M-V/def2-TZVPD).

Atoms and positions in Å:
H -22.21 1.67 7.31
H -13.29 -1.50 14.22
H -21.96 1.33 12.29
C -15.92 -0.20 7.72
C -19.99 3.31 13.09
C -13.23 -1.14 5.50
C -14.43 1.46 14.63
C -14.46 -0.82 6.21
H -12.47 -4.70 12.83
Ge -18.68 5.17 10.35
C -21.44 3.33 15.53
H -16.25 -0.01 8.75
H -21.71 4.25 12.29
C -10.09 1.20 7.38
C -13.08 -2.44 13.76
H -16.93 6.65 9.22
H -23.91 0.56 11.21
F -10.17 -1.30 5.71
Ge -19.23 2.70 11.32
H -19.76 5.98 8.32
H -12.73 -3.82 8.02
H -13.50 0.96 14.96
H -21.89 3.33 16.55
H -8.81 0.53 9.73
Eu -12.90 -0.50 9.29
H -20.99 4.97 9.11
H -12.73 -1.94 5.99
C -20.25 5.73 9.25
H -20.47 2.80 8.49
F -9.02 1.84 6.87
H -7.74 -0.02 8.45
H -11.84 -5.98 8.71
N -13.61 -1.14 11.65
C -12.59 -4.00 9.10
H -20.58 6.72 9.69
H -19.70 2.31 16.37
H -15.24 0.69 14.75
H -16.09 5.38 10.18
C -12.04 -5.52 10.84
C -16.59 -0.41 6.51
C -22.17 1.54 8.39
C -12.85 -3.31 11.31
H -23.66 0.09 8.61
H -15.51 2.34 16.22
H -15.12 3.49 14.96
H -13.46 -1.40 4.47
C -23.05 0.86 10.59
C -12.51 -4.58 11.71
C -20.15 2.74 15.48
F -10.65 1.90 8.49
C -21.94 1.35 11.23
C -8.71 -0.22 8.93
N -14.02 -0.22 12.58
H -15.92 -1.15 4.68
H -18.11 7.09 11.80
O -11.06 -0.79 8.36
C -21.98 3.90 14.42
H -13.76 -3.20 14.12
C -20.93 2.00 10.47
C -19.48 2.72 14.29
N -12.97 -3.09 10.00
C -13.25 -2.28 12.23
C -9.84 -0.25 7.90
H -23.05 4.24 14.36
H -17.64 -0.39 6.34
N -15.66 -0.84 5.61
C -14.69 2.67 15.52
C -21.10 2.14 9.08
C -9.29 -1.21 6.76
N -14.25 1.93 13.26
H -8.67 -1.19 9.43
C -16.95 5.58 9.49
H -18.57 2.04 14.19
H -16.80 4.97 8.54
C -13.91 1.08 12.25
H -19.67 6.43 12.48
F -9.16 -2.45 7.22
H -12.11 -2.81 14.05
H -13.86 2.94 16.16
H -11.65 -6.47 11.20
C -21.27 3.95 13.21
C -18.66 6.22 12.07
C -23.09 0.82 9.14
F -8.11 -0.82 6.22
F -11.12 1.21 6.45
S -13.36 1.82 10.81
C -12.10 -5.28 9.49
H -18.17 5.69 12.89
H -12.57 -0.24 5.46
N -14.58 -0.46 7.52
H -14.25 2.94 13.10

Properties
LUMO energy (spin up / spin down)   -4.364 / -3.283 eV
E_HOMO (spin up / spin down)   -8.871 / -9.872 eV
Gap between HOMO and LUMO (spin up / spin down)   4.51 / 6.59 eV
Net charge   +1
Expectation value of S²   15.77
Spin multiplicity   8

Record 2
Entry from the Open Molecules 2025 dataset: C33H41GeN7O2Ru as an isolated structure (ωB97M-V/def2-TZVPD).

Atoms and positions in Å:
H -3.05 1.16 -4.01
C 1.09 5.20 1.72
C -1.79 3.07 -2.76
C -2.87 5.60 -2.32
C 5.19 0.01 2.05
H 3.55 5.07 0.78
C -2.12 1.25 0.83
H -1.08 3.84 1.19
H -3.99 -0.39 4.13
H 0.56 2.77 2.54
C -4.56 2.40 2.32
H 5.50 1.17 3.83
H 1.01 2.81 -1.61
H 1.98 2.00 1.78
C 0.67 -1.23 4.08
H 6.23 0.02 1.76
H -1.14 -4.03 1.54
C -1.14 4.21 -3.23
H -1.59 3.33 3.61
H 2.20 -1.18 1.00
C -2.00 0.86 -3.99
H -0.20 4.11 -3.76
N 0.54 2.72 0.44
N -1.14 0.84 -1.80
C 4.26 -0.65 1.26
C 2.98 4.14 0.72
H -4.31 3.38 1.91
H -1.16 6.35 -3.37
C -3.01 3.21 -2.10
H -5.22 1.89 1.62
C -3.54 4.47 -1.87
C 1.35 5.21 -0.64
H -4.49 4.57 -1.35
C 2.50 -0.03 2.79
O -1.93 -0.48 -3.45
Ge -2.93 1.38 2.63
H -2.33 -3.00 -2.48
C -0.19 -1.44 2.06
H -2.88 1.36 0.04
C -1.68 5.47 -3.01
N 2.03 4.08 1.83
N -0.84 -1.11 -0.12
H -0.91 3.86 -0.58
N 2.29 4.09 -0.57
H 0.85 0.91 3.76
N 0.37 5.15 0.44
H 1.52 -1.69 4.59
C -1.75 -3.70 -0.50
H -0.12 -1.00 4.80
H 3.13 1.15 4.47
C -3.33 -0.43 3.27
H 0.37 5.15 2.54
C -1.44 -1.47 -1.30
H -3.82 -1.01 2.49
Ru -0.48 0.79 0.25
H 0.82 5.18 -1.60
C -1.86 2.34 3.96
H 4.57 -1.16 0.36
O 0.15 -2.17 3.12
C 1.05 -0.02 3.22
H -0.17 1.84 -3.36
C -1.88 -2.75 -1.52
C 4.78 0.65 3.21
C -0.79 -2.02 0.90
H 1.91 6.14 -0.58
C -1.52 -0.34 -2.19
C -1.22 -3.33 0.72
H -1.60 0.85 -4.99
C -1.19 1.71 -3.00
C 3.44 0.63 3.58
H -3.29 6.58 -2.13
H 2.23 2.00 -0.60
C -0.37 3.91 0.36
C 1.29 2.84 1.73
H 3.67 3.30 0.80
H -2.09 -4.72 -0.66
N 0.13 -0.17 2.08
H -2.42 -0.95 3.56
H -0.95 1.80 4.23
C 2.92 -0.67 1.63
H -2.46 2.45 4.86
H -3.54 2.33 -1.76
C 1.55 2.85 -0.66
H -5.12 2.56 3.25
H 1.64 6.13 1.79

Properties
LUMO energy (spin up / spin down)   -2.815 / -3.308 eV
E_HOMO (spin up / spin down)   -8.700 / -10.663 eV
Gap between HOMO and LUMO (spin up / spin down)   5.89 / 7.36 eV
Net charge   +1
Expectation value of S²   0.79
Spin multiplicity   2
Energy relative to the best compared isomer or geometry (same formula, charge and spin)   0.0000 eV

Record 3
Entry from the Open Molecules 2025 dataset: C33H41InN5Se as an isolated structure (ωB97M-V/def2-TZVPD).

Atoms and positions in Å:
N 5.08 -0.34 1.50
N -2.64 -0.55 -2.86
C 5.64 -2.33 2.26
C 1.83 1.07 2.91
H -5.85 1.59 -1.50
C 0.42 1.25 2.51
C 4.13 -3.72 0.80
H -3.48 1.02 -4.14
H 6.59 -0.48 3.03
H 0.39 -1.62 2.84
In 0.51 -0.76 -0.37
C -0.14 2.41 1.90
C -2.61 0.48 -3.82
C 3.91 0.78 -3.23
H -4.26 -3.77 -0.10
H -2.93 3.68 1.51
H 2.17 0.04 2.75
H -3.49 0.26 0.84
C -6.80 -2.84 0.23
H -1.84 3.65 0.11
H 4.89 -4.50 0.95
H -1.36 -1.64 3.17
H 5.87 1.37 0.55
H -6.46 -3.44 1.08
N 4.15 2.76 -1.23
H -1.30 -2.19 -2.42
C 5.09 1.09 1.28
C 5.15 1.33 -2.89
H -2.96 -0.99 1.96
H 1.76 0.95 -2.81
H 6.11 2.98 -1.85
H 6.08 0.98 -3.33
C -1.32 0.56 -4.25
H -1.46 -2.87 -0.61
H 3.23 -4.00 1.37
N -0.57 -0.45 -3.67
C -2.40 3.01 0.81
H -0.86 1.25 -4.94
H 6.06 -3.19 2.75
H -6.76 -0.34 -0.80
C 0.59 3.66 1.62
H -4.10 1.82 -1.51
C -3.07 0.09 1.84
C -3.39 -2.23 -1.35
H -2.13 -3.87 -1.93
C -2.07 -2.86 -1.53
C 3.02 2.00 -1.35
H 3.88 -3.63 -0.26
H 1.26 3.90 2.46
C 5.90 -1.01 2.39
N 4.68 -2.46 1.28
C -4.79 -0.22 -1.66
C -1.77 0.79 1.99
C -4.91 1.23 -1.95
H 1.97 1.30 3.98
H 1.26 1.82 -0.22
H -3.15 2.46 0.24
H 4.12 1.41 0.87
C -1.39 -1.12 -2.91
C 2.78 1.22 -2.56
H -7.53 -2.10 0.59
C 5.18 2.40 -1.98
H -0.25 -0.92 4.35
H 3.82 0.01 -4.00
H -7.32 -3.51 -0.47
H 1.20 3.58 0.71
H 5.27 1.60 2.23
H 2.48 1.72 2.32
C -1.48 2.11 1.53
C -0.45 -1.05 3.27
Se 3.21 -0.91 -0.65
H -3.81 0.45 2.57
C -0.61 0.28 2.62
C 4.30 -1.24 0.81
C -5.82 -0.87 -0.96
C -5.65 -2.15 -0.44
H -0.13 4.48 1.50
H -4.97 1.46 -3.02
C -3.64 -0.98 -1.97
C -4.42 -2.80 -0.58
C 2.35 1.63 -0.17

Properties
LUMO energy (spin up / spin down)   1.563 / 0.912 eV
E_HOMO (spin up / spin down)   -2.473 / -1.583 eV
Gap between HOMO and LUMO (spin up / spin down)   4.04 / 2.50 eV
Net charge   -1
Energy relative to the best compared isomer or geometry (same formula, charge and spin)   4.4136 eV

Calculated calculated total energy in order - -205369.4238; -108504.2745; -112847.7452 eV